{
  "formula": "H23O12",
  "method": "ωB97M-V/def2-TZVPD",
  "species": ["O", "O", "O", "O", "O", "O", "O", "O", "O", "O", "O", "O", "H", "H", "H", "H", "H", "H", "H", "H", "H", "H", "H", "H", "H", "H", "H", "H", "H", "H", "H", "H", "H", "H", "H"],
  "coordinates": [[-0.829602, 2.992880, -0.218109], [-0.929780, -0.203939, -2.387172], [2.189787, -0.464069, 0.095824], [-0.188233, -1.099115, 1.013753], [4.102632, -2.261886, 0.207385], [-3.040070, -1.407864, 1.113592], [-1.925069, 0.539059, -0.140030], [1.386104, 3.640985, 0.947626], [2.099199, 1.475479, -2.063205], [2.122512, -1.542084, -3.236482], [-0.726854, -4.472533, 2.448366], [-3.160313, 1.640280, 2.680639], [-1.202596, 0.417907, -3.064026], [-1.380902, -3.904170, 2.860254], [3.707342, -1.419323, 0.541128], [-0.045608, -3.960946, 2.005383], [2.261789, 2.321457, -1.622748], [-2.734579, -0.681916, 0.439349], [-2.730529, 1.021002, -0.362474], [-0.888191, -0.439053, 0.784103], [-0.773248, -1.866201, 1.030775], [1.289938, -0.787536, 0.325797], [-0.217406, 2.419945, -0.702106], [-2.390129, 1.967702, 2.189684], [1.307068, 4.593384, 1.075247], [1.206431, -1.449952, -2.938069], [-0.971928, 2.378584, 0.518584], [2.262911, 0.472044, -0.082347], [-1.478151, -0.068796, -1.540850], [-3.198913, 0.835028, 2.132450], [1.342150, 1.132625, -1.567964], [-3.159955, -2.235552, 0.647905], [2.536790, -0.754811, -2.855933], [0.752192, 3.554920, 0.176189], [3.405218, -2.383533, -0.452505]],
  "atomic_forces_ev_per_a": [[0.5550, -0.0529, -0.2704], [0.2608, -0.5471, 0.0876], [0.4950, -0.4282, -0.0734], [-0.7318, -0.1354, 0.0975], [-0.6304, 0.7477, 0.1368], [-0.0130, 0.4343, -0.2357], [-0.7681, -0.2304, 0.2117], [-0.2035, 0.4926, -1.2495], [-0.2289, 0.5671, 0.4548], [-0.0948, 0.2019, 0.1645], [-0.0643, -0.7839, -0.0410], [0.7065, -0.4654, -1.1210], [-0.1991, 0.0804, 0.1928], [0.2725, 0.4565, -0.1755], [0.5827, -0.6450, 0.0388], [-0.1859, 0.3974, 0.2137], [0.2555, -0.0218, -0.2119], [0.0419, -0.6922, 0.6372], [0.2278, 0.1990, 0.0603], [0.5765, 0.3169, -0.0717], [0.2531, -0.2111, 0.1260], [-0.0840, 0.6626, 0.1329], [-0.6601, -0.0983, -0.6730], [-0.0563, 0.6609, 0.5703], [0.3027, -0.0105, 0.3812], [-0.0407, -0.0012, -0.0519], [-0.5454, -0.0004, -0.0476], [-0.3611, 0.0104, 0.1777], [0.5190, 0.5899, -0.4770], [-0.6929, -0.3367, 0.5738], [-0.1683, -0.4631, -0.5086], [-0.1459, -0.0358, -0.2535], [0.0106, -0.1297, -0.0356], [0.4719, -0.0677, 1.4895], [0.3432, -0.4609, -0.2500]],
  "relative_energy_kj_mol": 231.6,
  "total_charge": -1,
  "gap_ev": 9.58,
  "largest_force_ev_per_a": 1.56
}

---

{
  "formula": "H24MgO20S2",
  "method": "ωB97M-V/def2-TZVPD",
  "species": ["S", "S", "Mg", "O", "O", "O", "O", "O", "O", "O", "O", "O", "O", "O", "O", "O", "O", "O", "O", "O", "O", "O", "O", "H", "H", "H", "H", "H", "H", "H", "H", "H", "H", "H", "H", "H", "H", "H", "H", "H", "H", "H", "H", "H", "H", "H", "H"],
  "coordinates": [[9.953228, -5.342478, -16.096413], [7.857730, -1.616811, -15.288524], [9.480554, -3.489682, -14.331905], [10.829335, -8.494924, -17.603058], [10.142222, -6.684068, -15.524408], [6.544825, -5.837283, -14.195746], [10.031776, -5.269734, -17.533900], [11.883615, -7.371582, -13.732446], [7.899906, -2.477597, -14.035724], [5.912486, -4.411327, -17.092416], [9.534892, -7.312603, -12.341893], [8.564001, -2.998309, -18.560761], [10.835074, -4.428785, -15.324524], [9.155552, -9.134514, -14.920694], [10.896726, -2.352267, -13.491729], [9.878978, -6.925804, -19.971257], [13.181379, -3.807942, -16.564501], [9.407944, -4.639762, -12.735247], [7.702668, -0.187796, -15.008655], [6.776349, -2.094945, -16.137251], [11.591318, -3.998963, -19.295016], [8.675308, -4.757459, -15.611414], [9.206542, -1.938302, -15.783437], [11.853941, -2.424739, -13.553273], [9.309146, -4.317437, -11.836983], [7.467472, -5.577385, -14.377563], [11.208379, -7.069338, -14.403038], [10.725568, -1.726602, -12.781632], [10.454280, -7.845103, -16.972049], [9.173708, -8.195748, -12.466817], [10.320972, -7.666721, -19.540891], [7.621858, -2.847827, -18.685048], [11.768416, -8.503054, -17.400640], [9.902323, -6.234695, -19.293021], [12.333071, -3.967890, -16.100044], [12.310010, -4.555115, -19.611874], [9.310281, -5.615727, -12.662549], [5.445479, -5.251972, -17.136438], [6.762741, -4.603990, -16.670816], [8.343858, -8.620978, -14.855144], [12.732618, -7.218772, -14.152577], [9.852697, -8.468228, -14.825827], [8.599141, -3.414141, -17.686734], [6.260160, -6.265348, -15.005716], [10.458024, -7.376349, -12.655384], [11.038017, -4.604823, -18.744130], [12.898745, -3.523864, -17.444398]],
  "atomic_forces_ev_per_a": [[-1.3036, 1.7926, 1.4047], [-1.1642, 0.5105, -0.0138], [-0.7740, 1.6967, -0.8679], [0.0355, 0.0164, -0.0178], [0.0795, -1.0022, -0.8208], [0.2194, -0.5310, 0.4950], [0.5226, -0.7997, 0.1974], [-0.2377, -0.1922, -0.0901], [-1.2422, 0.3738, 1.9851], [-0.3618, -0.5373, -0.3393], [0.3431, -0.0832, 0.2830], [-0.1100, -0.3325, -0.3725], [3.0590, -0.3672, -0.7380], [-0.0280, -0.3927, 0.5546], [0.8510, 0.4785, 0.9444], [0.1487, -0.0151, -0.2346], [0.1216, 0.0471, 0.0368], [0.0458, -0.9254, 0.9305], [0.2682, -0.0806, 0.5360], [0.2650, 0.0214, -0.1864], [0.2172, -0.3811, 0.1721], [-1.8226, -1.7401, -0.9486], [1.6188, -0.0422, -1.2554], [-0.0511, -0.1657, -0.3081], [-0.1575, 0.1754, -0.0798], [-0.4804, 0.2063, -0.2651], [0.5706, 0.2561, 0.0313], [-0.2719, 0.1492, -0.2232], [0.0989, -0.2454, -0.1765], [-0.1545, 0.0990, -0.2124], [-0.0879, 0.0109, 0.2682], [-0.0527, 0.0951, 0.2731], [0.0028, 0.0722, 0.0228], [-0.2326, -0.1223, -0.0732], [0.1869, 0.0093, -0.1397], [-0.0955, -0.0653, -0.0450], [-0.0644, 0.1206, -0.1905], [0.1470, -0.0386, -0.0436], [-0.0013, 0.3952, 0.1776], [0.0824, 0.1628, -0.1161], [0.0025, 0.1169, 0.0576], [-0.3996, -0.1730, -0.3054], [0.0600, 0.4833, -0.0821], [0.0242, 0.1542, -0.1249], [-0.0611, -0.0312, 0.1843], [0.3392, 0.8523, -0.2908], [-0.1553, -0.0319, 0.0072]],
  "relative_energy_kj_mol": 30.0,
  "total_charge": -2,
  "gap_ev": 5.86,
  "largest_force_ev_per_a": 3.17
}

---

{
  "formula": "H24NO10",
  "method": "ωB97M-V/def2-TZVPD",
  "species": ["O", "O", "O", "O", "O", "O", "O", "O", "O", "O", "N", "H", "H", "H", "H", "H", "H", "H", "H", "H", "H", "H", "H", "H", "H", "H", "H", "H", "H", "H", "H", "H", "H", "H", "H"],
  "coordinates": [[0.419600, -3.858771, 0.633971], [1.219600, 2.611229, -1.419029], [1.939600, -1.724771, 0.839971], [-2.809400, 2.956229, 1.191971], [0.071600, -1.275771, 3.482971], [-2.227400, 2.068229, -1.294029], [2.882600, -0.085771, -3.488029], [-2.827400, -0.432771, 1.468971], [1.159600, 2.228229, 1.821971], [-0.099400, -1.590771, -3.069029], [-0.243400, -0.134771, -0.076029], [-1.600400, 2.594229, -1.837029], [2.152600, 2.545229, -1.571029], [2.913600, -0.173771, -2.474029], [-2.010400, 3.474229, 1.669971], [-2.961400, 1.713229, -1.784029], [2.201600, 0.509229, -3.677029], [-0.138400, -0.663771, 0.721971], [-2.677400, -1.431771, 1.552971], [-0.303400, 0.906229, 0.062971], [2.600600, -1.610771, -0.026029], [-0.872400, -2.167771, -2.938029], [0.985600, -4.635771, 0.588971], [0.457600, -2.083771, 3.712971], [0.558600, -0.288771, -0.733029], [1.960600, 2.280229, 1.481971], [1.259600, 1.831229, 2.641971], [-1.224400, -0.400771, -0.409029], [0.618600, -3.003771, 0.778971], [-3.644400, -0.173771, 1.108971], [-2.362400, 2.385229, 0.471971], [2.267600, -1.520771, 1.799971], [0.643600, -2.163771, -2.758029], [-0.904400, -1.395771, 3.577971], [0.593600, 2.715229, -2.058029]],
  "atomic_forces_ev_per_a": [[-3.5579, -5.2577, -1.2114], [1.2313, -1.0207, 4.5932], [2.1789, 1.1673, -1.2019], [3.6794, 0.4834, 0.4485], [-1.9680, 1.9060, -0.9179], [1.6695, 0.0546, 0.1960], [1.8524, -1.8364, 3.0127], [3.2982, -2.2533, 0.8315], [-6.0858, 0.3608, -0.0596], [0.4935, -0.8821, 0.9881], [-1.7401, 2.2475, -3.3635], [-1.3500, -0.5539, 0.1876], [0.1707, 0.2985, -1.2760], [-0.0683, 0.3929, -2.5553], [-2.7936, -1.9323, -1.7399], [-0.2378, 0.2088, -0.7740], [-1.7754, 1.4399, -0.4376], [0.9245, -0.9546, 2.8023], [-1.3056, 2.2252, -0.4096], [0.2885, -1.0291, 0.5618], [-1.8714, -0.4164, 4.4737], [0.2794, 0.2654, -0.2363], [0.5872, 1.2550, 0.2838], [0.7443, -2.0556, 0.7149], [-1.4332, -0.1940, 0.4610], [5.8338, 0.6432, -2.6026], [0.0947, -1.1266, 2.6052], [1.7569, 0.4130, -0.1697], [2.7768, 3.5183, 0.8605], [-1.8683, -0.1477, -0.5513], [-1.0284, 1.7060, 1.6870], [0.0263, -0.2790, -3.1892], [-0.7404, 0.6109, -0.6507], [1.2310, 0.1604, 0.0641], [-1.2932, 0.5821, -3.4254]],
  "relative_energy_kj_mol": 461.7,
  "total_charge": 1,
  "gap_ev": 9.46,
  "largest_force_ev_per_a": 6.46
}